(a)
A 2-piece molecular cluster, CH3IO3P overall. Source: the OMol25 dataset; level of theory: ωB97M-V/def2-TZVPD.

```
! RIJCOSX wB97M-V def2-TZVPD def2/J DEFGRID3
* xyz -1 1
C 0.0437 0.3738 -1.5752
O 0.9218 -1.7188 1.9836
O -1.4620 -0.9956 2.2979
O -0.9365 -0.5163 -1.3539
P -0.1696 -0.8103 1.6648
I 0.4253 1.6110 1.8116
H -0.0169 0.8970 -2.4757
H 1.0979 -0.0269 -1.6276
H 0.0963 1.1862 -0.7255
*
```

- E_HOMO (alpha / beta) (eV) = -5.5 / -3.5

Results of the natural (NBO) charge analysis, in e, for atoms 1 through 2: C -0.27; O -1.08



(b)
A 2-piece molecular cluster, CH3IO3P overall. Source: the OMol25 dataset; level of theory: ωB97M-V/def2-TZVPD.

```
! RIJCOSX wB97M-V def2-TZVPD def2/J DEFGRID3
* xyz -1 1
C 0.2773 -0.4194 -0.8984
O 3.2821 1.6768 1.7487
O 4.3188 2.4381 -0.4828
O 0.6062 0.9367 -0.7187
P 3.5223 1.4830 0.3080
I 4.3585 -0.8025 -0.1167
H -0.1159 -0.5026 -1.8899
H -0.6507 -0.7020 -0.3295
H 1.1087 -1.1690 -0.6116
*
```

- E_HOMO (alpha / beta) (eV) = -4.0 / -4.0

Results of the natural (NBO) charge analysis, in e, for atoms 1 through 2: C -0.25; O -1.04



Energies relative to the minimum, kJ/mol: (a) 0.0; (b) 9.4



(a)
C34H34BN15O4STi as an isolated structure. Source: the OMol25 dataset; level of theory: ωB97M-V/def2-TZVPD.

```
! RIJCOSX wB97M-V def2-TZVPD def2/J DEFGRID3
* xyz 2 1
Ti -0.2335 -0.5580 -0.2486
C -3.3695 0.8677 -2.8835
C -2.0416 0.7799 -2.4856
N -1.9588 0.1590 -1.3046
N -3.2128 -0.1510 -0.9286
C -4.0811 0.2623 -1.8603
B -3.4964 -0.8442 0.4373
N -2.7533 -0.0429 1.5326
C -3.1435 0.3343 2.7604
C -2.0523 0.8438 3.4357
C -0.9932 0.7096 2.5454
N -1.4238 0.1747 1.4014
N -2.7923 -2.2271 0.4173
C -3.1980 -3.4681 0.7203
C -2.0866 -4.2930 0.7796
C -1.0066 -3.4653 0.5057
N -1.4406 -2.2177 0.2919
N -4.9736 -0.9102 0.6540
C -5.8279 0.1044 0.9727
C -7.1008 -0.3211 0.7129
C -6.9349 -1.6229 0.1959
N -5.6638 -1.9678 0.1462
H -3.7638 1.3161 -3.7779
H -1.1500 1.1319 -2.9817
H -5.1402 0.1064 -1.7319
H -4.1643 0.2068 3.0778
H -2.0257 1.2346 4.4371
H 0.0501 0.9440 2.6774
H -4.2461 -3.6679 0.8602
H -2.0692 -5.3446 1.0043
H 0.0506 -3.6866 0.4504
H -5.4719 1.0496 1.3484
H -8.0177 0.2178 0.8744
H -7.6920 -2.3165 -0.1332
N 2.8922 -0.5592 -3.2076
C 3.6098 0.2281 -2.3121
C 4.9016 0.7367 -2.3688
C 5.3346 1.4326 -1.2597
C 4.5126 1.6011 -0.1334
C 3.2262 1.1031 -0.0888
C 2.7668 0.4184 -1.2147
N 1.5562 -0.2299 -1.4770
C 1.7016 -0.8147 -2.6486
C 0.6319 -1.6801 -3.0980
C 0.3941 -2.3348 -4.2607
S -1.0652 -3.2117 -4.1264
C -1.2714 -2.6549 -2.5417
N -0.3172 -1.8663 -2.1184
H 3.2316 -0.9309 -4.0798
H 5.5411 0.5839 -3.2275
H 6.3356 1.8409 -1.2479
H 4.9074 2.1229 0.7282
H 2.6159 1.2116 0.7967
H 0.9812 -2.3496 -5.1644
H -2.1301 -2.9305 -1.9465
C 3.2671 -5.8150 0.4122
C 3.1259 -4.5558 1.1888
N 2.3081 -3.5638 0.9209
C 2.5348 -2.6229 1.8990
C 3.5062 -3.0625 2.7733
N 3.8616 -4.2816 2.2984
C 4.2242 -2.5753 3.9945
O 3.9025 -1.3861 4.4689
O 5.0582 -3.2853 4.4858
C 1.8337 -1.3486 1.9386
O 2.0003 -0.4825 2.7734
O 0.9944 -1.1413 0.9181
H 2.5048 -5.8462 -0.3615
H 3.1533 -6.6877 1.0551
H 4.2482 -5.8721 -0.0608
H 4.5691 -4.8484 2.7487
H 3.1954 -0.9640 3.9345
N 0.1568 1.5131 -0.1642
C 0.3382 2.6582 -0.1125
N 0.5386 3.9284 -0.0532
C 1.6453 4.5536 -0.8318
C 1.6927 6.0351 -0.5020
C 0.3398 6.6990 -0.7549
C -0.8185 5.9760 -0.0271
C -0.3315 4.7886 0.7880
H 1.4414 4.4079 -1.8950
H 2.5787 4.0502 -0.5798
H 2.4626 6.4936 -1.1223
H 2.0101 6.1727 0.5337
H 0.1481 6.7040 -1.8293
H 0.3884 7.7424 -0.4486
H -1.5612 5.6280 -0.7462
H -1.3360 6.6538 0.6518
H -1.1584 4.1747 1.1422
H 0.2455 5.1050 1.6574
*
```

- E_HOMO (eV) = -13.7

Results of the Mulliken charge analysis, in e, for atoms 1 through 2: Ti -0.90; C -1.52



(b)
C34H34BN15O4STi as an isolated structure. Source: the OMol25 dataset; level of theory: ωB97M-V/def2-TZVPD.

```
! RIJCOSX wB97M-V def2-TZVPD def2/J DEFGRID3
* xyz 2 1
Ti 0.6630 0.4596 0.2306
C 1.0067 -3.1319 -2.1009
C 0.1154 -2.2432 -1.5168
N 0.7262 -1.5318 -0.5666
N 2.0279 -1.9449 -0.5285
C 2.2074 -2.9005 -1.4514
B 3.0504 -1.5431 0.6317
N 3.4385 -0.0174 0.6164
C 4.6288 0.5811 0.5426
C 4.4809 1.9266 0.8533
C 3.1361 2.0873 1.1066
N 2.4952 0.9142 0.9864
N 2.2128 -1.7064 1.9181
C 2.3191 -2.4750 3.0125
C 1.1507 -2.3537 3.7377
C 0.3688 -1.4723 2.9908
N 1.0261 -1.0698 1.9074
N 4.2184 -2.4721 0.5563
C 4.2521 -3.8017 0.8649
C 5.3931 -4.3263 0.3292
C 6.0054 -3.2370 -0.3281
N 5.2974 -2.1317 -0.2044
H 0.8141 -3.8419 -2.8867
H -0.9224 -2.0594 -1.7489
H 3.1712 -3.3684 -1.5775
H 5.4984 0.0009 0.2817
H 5.2535 2.6742 0.8944
H 2.5911 2.9813 1.3573
H 3.2098 -3.0481 3.2083
H 0.9008 -2.8402 4.6646
H -0.6167 -1.0975 3.2073
H 3.4560 -4.2847 1.4078
H 5.7430 -5.3418 0.4003
H 6.9349 -3.2178 -0.8764
N -0.8106 4.4854 0.6734
C -0.4252 4.6736 -0.6487
C -0.6113 5.7626 -1.4906
C -0.0346 5.6758 -2.7383
C 0.7239 4.5525 -3.1017
C 0.8945 3.4768 -2.2539
C 0.2733 3.5243 -1.0040
N 0.2491 2.6281 0.0964
C -0.3675 3.2863 1.0664
C -0.3924 2.8157 2.4393
C -0.8010 3.4793 3.5519
S -0.3484 2.5905 4.9263
C 0.3319 1.3886 3.9312
N 0.2310 1.6150 2.6517
H -1.2865 5.1571 1.2529
H -1.1653 6.6379 -1.1776
H -0.1401 6.4965 -3.4347
H 1.2112 4.5374 -4.0673
H 1.5487 2.6749 -2.5469
H -1.2903 4.4367 3.6397
H 0.8174 0.5203 4.3527
C -3.2981 1.3098 -1.2543
C -2.1145 0.9375 -2.0783
N -0.8730 0.7568 -1.6617
C -0.1290 0.4897 -2.7795
C -0.9097 0.4894 -3.8882
N -2.1620 0.7738 -3.4209
C -0.7231 0.2543 -5.3479
O 0.5001 -0.0273 -5.7660
O -1.6813 0.3286 -6.0665
C 1.3038 0.3429 -2.5844
O 2.0956 0.0251 -3.4317
O 1.6525 0.6751 -1.3284
H -2.9760 1.5467 -0.2449
H -4.0264 0.4973 -1.2128
H -3.7994 2.1820 -1.6751
H -2.9601 0.8700 -4.0375
H 1.1461 -0.0461 -5.0256
N -1.2799 0.0252 0.9031
C -2.1171 -0.7293 1.1822
N -3.0684 -1.5456 1.4973
C -4.0519 -1.2078 2.5694
C -5.2877 -2.0785 2.3778
C -5.6889 -2.1409 0.9050
C -4.5936 -2.7945 0.0318
C -3.2542 -2.8214 0.7527
H -4.3088 -0.1533 2.4602
H -3.5929 -1.3586 3.5466
H -6.0872 -1.6512 2.9828
H -5.1082 -3.0812 2.7715
H -5.8857 -1.1247 0.5531
H -6.6258 -2.6844 0.8015
H -4.4891 -2.2501 -0.9087
H -4.8569 -3.8199 -0.2293
H -2.4087 -2.9488 0.0795
H -3.2026 -3.6225 1.4889
*
```

- E_HOMO (eV) = -13.7

Results of the Mulliken charge analysis, in e, for atoms 1 through 2: Ti -1.62; C -1.87



Energies relative to the minimum, kJ/mol: (a) 0.0; (b) 131.2



(a)
C52H45BBr2CsN11OS as an isolated structure. Source: the OMol25 dataset; level of theory: ωB97M-V/def2-TZVPD.

```
! RIJCOSX wB97M-V def2-TZVPD def2/J DEFGRID3
* xyz -2 1
Cs 1.1869 0.3440 -0.1082
C -1.9667 -5.3176 3.7337
C -1.2969 -4.6217 2.5937
C -0.4260 -5.1958 1.7073
C -0.0947 -4.1710 0.8131
N -0.7155 -3.0414 1.1359
N -1.4548 -3.3174 2.2322
B -2.3371 -2.2379 2.9219
N -3.3690 -1.6959 1.8982
N -3.0890 -0.8593 0.8811
C -4.2046 -0.7272 0.1758
C -5.2468 -1.4748 0.7518
C -4.6716 -2.0864 1.8420
C -5.3266 -3.0320 2.7926
C -4.2605 0.1357 -1.0146
C -3.0888 0.5470 -1.6437
C -3.1315 1.4070 -2.7286
C -4.3512 1.8497 -3.2240
C -5.5272 1.4331 -2.6134
C -5.4813 0.5901 -1.5136
N -1.5058 -1.1447 3.6712
N -0.7739 -0.1271 3.1185
C -0.1604 0.4776 4.1384
C -0.5025 -0.1196 5.3550
C -1.3530 -1.1352 5.0251
C -1.9621 -2.0955 5.9900
C 0.7402 1.6295 3.9868
C 1.4256 1.8844 2.8097
C 2.2377 2.9972 2.6708
C 2.3899 3.8808 3.7303
C 1.7270 3.6328 4.9207
C 0.9087 2.5202 5.0465
C 0.7593 -4.3100 -0.3691
C 1.8683 -5.1541 -0.3374
C 2.6355 -5.3555 -1.4711
C 2.2989 -4.7216 -2.6573
C 1.2021 -3.8710 -2.6900
C 0.4443 -3.6581 -1.5534
H -1.7898 -6.3890 3.6321
H -1.5732 -5.0086 4.6983
H -3.0406 -5.1486 3.7522
H -0.1075 -6.2238 1.6827
H -2.9692 -2.7909 3.7700
H -6.2613 -1.5867 0.4116
H -6.3687 -3.1603 2.4966
H -4.8482 -4.0098 2.7828
H -5.3021 -2.6633 3.8174
H -2.1439 0.2178 -1.2428
H -2.2032 1.7364 -3.1769
H -4.3855 2.5174 -4.0745
H -6.4841 1.7824 -2.9832
H -6.4004 0.2976 -1.0230
H -0.1561 0.1319 6.3414
H -1.7620 -1.7384 7.0010
H -3.0390 -2.1918 5.8624
H -1.5270 -3.0866 5.8960
H 1.3297 1.1923 1.9923
H 2.7443 3.1734 1.7296
H 3.0203 4.7539 3.6250
H 1.8427 4.3114 5.7579
H 0.3778 2.3491 5.9738
H 2.1371 -5.6373 0.5940
H 3.5043 -5.9999 -1.4279
H 2.8976 -4.8747 -3.5447
H 0.9304 -3.3635 -3.6080
H -0.4009 -2.9821 -1.5803
Br -2.3675 0.7928 -7.6924
C -1.6396 -0.0514 -6.1550
C -2.4772 -0.6844 -5.2575
C -1.8779 -1.2646 -4.1452
N -0.5759 -1.2476 -3.9146
C 0.2154 -0.6386 -4.7956
C -0.2777 -0.0123 -5.9410
C 1.6766 -0.6712 -4.4993
C 2.6247 -0.5994 -5.5167
C 3.9570 -0.6547 -5.1513
Br 5.2879 -0.5770 -6.5043
C 4.3239 -0.7759 -3.8252
C 3.2925 -0.8486 -2.8932
N 2.0106 -0.7961 -3.2169
H -3.5464 -0.7138 -5.3971
H -2.4881 -1.7585 -3.3996
H 0.3705 0.5154 -6.6224
H 2.3430 -0.5365 -6.5569
H 5.3563 -0.8080 -3.5131
H 3.5227 -0.9560 -1.8375
C -2.9344 2.6877 1.3697
S -1.1467 2.4929 1.3013
C -0.7645 4.1922 0.8568
O -0.8408 1.7193 0.0659
H -3.1743 3.4043 2.1521
H -3.3474 1.7079 1.6059
H -3.2897 3.0227 0.3972
H -0.9750 4.8443 1.7021
H -1.3525 4.4604 -0.0184
H 0.2926 4.2167 0.5974
N 8.1346 -1.3104 1.7144
C 6.9819 -1.4337 1.6304
N 5.7124 -1.6937 1.6069
C 4.7791 -1.0146 1.0421
N 3.8506 -0.5003 0.5583
C 1.9116 3.0311 -1.5363
C 2.7118 3.9705 -1.5582
C 3.6515 5.0429 -1.5859
C 3.6764 5.9704 -2.6393
C 4.5939 7.0067 -2.6669
C 5.5209 7.1592 -1.6434
C 5.5118 6.2516 -0.5910
C 4.5959 5.2149 -0.5613
H 2.9563 5.8545 -3.4401
H 4.5886 7.7032 -3.4981
H 6.2416 7.9672 -1.6681
H 6.2321 6.3494 0.2127
H 4.6030 4.5027 0.2546
*
```

- E_HOMO (eV) = -2.9

Results of the Mulliken charge analysis, in e, for atoms 1 through 2: Cs 1.47; C -1.28



(b)
C52H45BBr2CsN11OS as an isolated structure. Source: the OMol25 dataset; level of theory: ωB97M-V/def2-TZVPD.

```
! RIJCOSX wB97M-V def2-TZVPD def2/J DEFGRID3
* xyz -2 1
Cs -1.2086 0.1046 -0.1088
C 4.5844 -4.4056 -0.8233
C 3.2314 -4.1794 -0.2318
C 2.2553 -5.1059 0.0536
C 1.1720 -4.3417 0.5389
N 1.4828 -3.0554 0.5597
N 2.7397 -2.9592 0.0885
B 3.4149 -1.5968 -0.1090
N 3.5553 -0.8330 1.2340
N 2.5171 -0.1885 1.7988
C 2.9660 0.3233 2.9383
C 4.3317 0.0150 3.1135
C 4.6642 -0.7281 2.0023
C 5.9779 -1.3456 1.6505
C 2.0802 1.1017 3.8190
C 2.5456 1.6419 5.0161
C 1.7162 2.4175 5.8143
C 0.4070 2.6642 5.4266
C -0.0680 2.1181 4.2402
C 0.7573 1.3379 3.4479
N 2.6084 -0.7509 -1.1271
N 1.6498 -1.3145 -1.8821
C 1.2805 -0.3974 -2.7678
C 2.0168 0.7906 -2.5888
C 2.8659 0.5116 -1.5367
C 3.9547 1.3436 -0.9474
C 0.2225 -0.7167 -3.7374
C 0.1651 -0.0872 -4.9784
C -0.8321 -0.4065 -5.8870
C -1.7915 -1.3567 -5.5650
C -1.7414 -1.9918 -4.3305
C -0.7392 -1.6781 -3.4265
C -0.1837 -4.7980 0.8848
C -1.2294 -3.8805 0.9801
C -2.5314 -4.3116 1.1765
C -2.8164 -5.6657 1.3053
C -1.7751 -6.5817 1.2508
C -0.4722 -6.1524 1.0390
H 4.7151 -5.4706 -1.0171
H 5.3840 -4.0774 -0.1564
H 4.7027 -3.8656 -1.7634
H 2.3098 -6.1691 -0.1141
H 4.5329 -1.7840 -0.5313
H 4.9869 0.2797 3.9271
H 6.7093 -1.0996 2.4210
H 6.3479 -0.9848 0.6901
H 5.9039 -2.4322 1.5814
H 3.5698 1.4632 5.3213
H 2.0985 2.8419 6.7353
H -0.2344 3.2896 6.0355
H -1.0830 2.3124 3.9154
H 0.3866 0.9036 2.5323
H 1.9263 1.7250 -3.1186
H 3.8921 2.3606 -1.3342
H 4.9368 0.9353 -1.2048
H 3.8937 1.3736 0.1385
H 0.9122 0.6548 -5.2327
H -0.8668 0.1006 -6.8434
H -2.5808 -1.5942 -6.2682
H -2.4927 -2.7230 -4.0598
H -0.6848 -2.1797 -2.4685
H -1.0001 -2.8277 0.8718
H -3.3330 -3.5834 1.1835
H -3.8431 -5.9947 1.3985
H -1.9826 -7.6413 1.3469
H 0.3303 -6.8783 0.9744
Br -4.7317 6.6189 0.1752
C -3.5469 5.1094 0.0244
C -4.0468 3.9290 -0.3588
C -3.0531 2.7969 -0.5544
N -1.8533 2.8942 0.2840
C -1.4856 4.1107 0.6184
C -2.2035 5.2958 0.4243
C -0.1879 4.2197 1.3563
C -0.0848 5.1110 2.4278
C 1.1191 5.1957 3.0899
Br 1.3055 6.3889 4.5600
C 2.1869 4.4103 2.7079
C 1.9736 3.5516 1.6392
N 0.8309 3.4511 0.9697
H -5.0948 3.7642 -0.5619
H -3.5829 1.8693 -0.3033
H -1.8159 6.2627 0.7008
H -0.9419 5.6974 2.7248
H 3.1349 4.4359 3.2253
H 2.7745 2.9008 1.3165
C -2.0069 -2.2539 4.2425
S -2.3342 -0.5760 3.7008
C -4.0863 -0.7714 3.3601
O -1.7079 -0.4611 2.3489
H -2.4826 -2.4198 5.2094
H -0.9250 -2.3381 4.3366
H -2.3640 -2.9586 3.4924
H -4.6127 -1.0768 4.2644
H -4.1970 -1.5034 2.5591
H -4.4526 0.1950 3.0183
N -6.3129 -5.1844 -0.0761
C -6.1292 -4.0539 -0.2834
N -6.0624 -2.7660 -0.5283
C -4.9253 -2.1261 -0.4883
N -3.9882 -1.4339 -0.4303
C -2.6642 2.6983 -1.9869
C -2.3926 2.7363 -3.1591
C -2.0457 2.7921 -4.5467
C -0.7924 3.2639 -4.9431
C -0.4668 3.3495 -6.2867
C -1.3859 2.9712 -7.2568
C -2.6326 2.4978 -6.8704
C -2.9607 2.4046 -5.5278
H -0.0824 3.5574 -4.1807
H 0.5113 3.7129 -6.5782
H -1.1294 3.0393 -8.3071
H -3.3524 2.1903 -7.6195
H -3.9261 2.0253 -5.2207
*
```

- E_HOMO (eV) = -2.1

Results of the Mulliken charge analysis, in e, for atoms 1 through 2: Cs 1.77; C -1.39



Energies relative to the minimum, kJ/mol: (a) 174.8; (b) 0.0



(a)
A 2-piece molecular cluster, C6H12N3O2 overall. Source: the OMol25 dataset; level of theory: ωB97M-V/def2-TZVPD.

```
! RIJCOSX wB97M-V def2-TZVPD def2/J DEFGRID3
* xyz 1 1
C 3.5291 -0.2594 -0.8879
C 2.3863 -1.1164 -0.3564
C 2.2976 1.0141 0.2537
C -2.2703 1.6295 0.4012
C -2.2020 0.2036 0.8806
C -1.6412 -0.7391 -0.0201
N 3.4146 0.9215 -0.4910
N 1.6919 -0.1077 0.3853
N -1.5416 -0.4718 -1.3075
O -1.3887 -1.9729 0.3990
O 0.5971 -0.4063 0.9453
H 4.3479 -0.5108 -1.4197
H 1.8139 -1.7109 -1.2124
H 2.1353 2.0411 0.7730
H -2.7655 1.6501 -0.5120
H -2.8344 2.3385 0.8799
H -1.3166 1.9942 0.1165
H -1.6224 0.0338 1.8837
H -3.3092 0.0138 1.1376
H 2.7644 -1.9596 0.2943
H -0.8637 -1.0536 -1.8520
H -1.6593 0.4943 -1.6351
H -1.5632 -2.0259 1.3440
*
```

- E_HOMO (alpha / beta) (eV) = -12.4 / -12.4

Results of the natural (NBO) charge analysis, in e, for atoms 1 through 2: C 0.14; C -0.35



(b)
An isolated ion of composition C6H12N3O2 and charge +1. Source: the OMol25 dataset; level of theory: ωB97M-V/def2-TZVPD.

```
! RIJCOSX wB97M-V def2-TZVPD def2/J DEFGRID3
* xyz 1 1
C 2.8412 0.8545 1.0840
C 1.5626 0.7713 0.2810
C 0.8594 2.1934 0.2890
N 1.8966 0.4170 -1.1070
N 1.3178 -0.6032 -1.4625
C 0.4519 -1.0225 -0.4204
O -0.3247 -2.0150 -0.6998
C -1.5975 -2.2362 -0.0277
C -2.7008 -1.1972 -0.5427
N -2.0641 0.0407 -0.7322
O 0.5447 -0.2701 0.6197
H 3.3897 1.7175 0.7857
H 3.3048 -0.1036 1.3664
H 2.6600 1.2276 2.1421
H 1.3324 3.0623 -0.2335
H 0.7440 2.4410 1.3055
H -0.1433 2.0290 -0.1298
H -1.4339 -2.3212 1.0634
H -1.7268 -3.2904 -0.2197
H -3.0758 -1.5543 -1.5751
H -3.6518 -1.2866 0.0963
H -1.9435 0.2727 -1.7464
H -2.2429 0.8733 -0.1365
*
```

- E_HOMO (eV) = -13.7

Results of the natural (NBO) charge analysis, in e, for atoms 1 through 2: C -0.67; C 0.33



Energies relative to the minimum, kJ/mol: (a) 30.5; (b) 0.0



(a)
The molecule C2H6N2Si. Source: the OMol25 dataset; level of theory: ωB97M-V/def2-TZVPD.

```
! RIJCOSX wB97M-V def2-TZVPD def2/J DEFGRID3
* xyz 0 1
C -0.9649 -0.9887 1.3671
C 0.5607 -0.9559 -0.8567
N -0.9366 0.2460 1.5014
N 0.2331 0.3488 -0.9639
Si -0.0624 1.3283 0.4760
H -1.3757 -1.6386 2.1230
H 1.3196 -1.2189 -0.1534
H 0.1738 -1.6875 -1.5361
H -0.4099 0.5173 -1.7262
H -0.8286 2.4900 0.0630
H 1.2077 1.6104 1.1312
*
```

- E_HOMO (alpha / beta) (eV) = -7.1 / -6.6

Results of the natural (NBO) charge analysis, in e, for atoms 1 through 2: C 0.05; C -0.19



(b)
The molecule C2H6N2Si. Source: the OMol25 dataset; level of theory: ωB97M-V/def2-TZVPD.

```
! RIJCOSX wB97M-V def2-TZVPD def2/J DEFGRID3
* xyz 0 1
Si 2.3116 0.1031 -0.1054
N 0.9123 0.8339 -0.0968
N -0.3653 0.8643 -0.5299
C -1.1962 -0.3365 -0.5244
C -1.4168 0.8227 0.3568
H 3.5304 0.7421 0.3541
H 2.6399 -1.5084 -0.2702
H -0.7167 -1.2231 -0.1789
H -1.9116 -0.5355 -1.3026
H -2.2367 1.4795 0.0240
H -1.3920 0.4764 1.3553
*
```

- E_HOMO (eV) = -8.0

Results of the natural (NBO) charge analysis, in e, for atoms 1 through 2: Si 1.20; N -0.86



Energies relative to the minimum, kJ/mol: (a) 0.0; (b) 186.2